{
  "formula": "C4H41Cl2NO22S",
  "method": "ωB97M-V/def2-TZVPD",
  "total_charge": 0,
  "homo_energy_ha": -0.354,
  "lumo_ev": -0.89,
  "species": ["O", "Cl", "Cl", "N", "O", "S", "C", "C", "C", "C", "H", "O", "H", "H", "O", "H", "H", "O", "H", "H", "O", "H", "H", "O", "H", "H", "O", "H", "H", "O", "H", "H", "O", "H", "H", "O", "H", "H", "O", "H", "H", "O", "H", "H", "O", "H", "H", "O", "H", "H", "O", "H", "H", "O", "H", "H", "O", "H", "H", "O", "H", "H", "O", "H", "H", "O", "H", "H", "O", "H", "H"],
  "xyz": [[-1.5032, 1.2998, 0.6433], [3.2588, -2.7983, 0.7872], [2.1584, -0.7025, -1.3786], [1.1866, -1.8187, 2.1584], [-0.2758, 1.2766, -1.3228], [-0.0466, -0.6977, 2.2485], [-0.5795, 0.8647, -0.0428], [1.7406, -1.8794, 1.0055], [1.3169, -0.8772, 0.1052], [0.2467, -0.1599, 0.5961], [-1.0745, 1.7129, -1.5239], [1.0762, 2.7358, -4.0808], [1.6390, 2.7580, -3.2403], [1.5015, 2.0843, -4.7278], [-3.0418, -2.0174, 1.7166], [-3.3170, -2.6404, 2.4649], [-3.1002, -2.5272, 0.8445], [2.9661, -1.6335, 4.5014], [3.0068, -0.6592, 4.7714], [2.0507, -1.8141, 4.1100], [5.7738, -1.4500, 3.2350], [4.8341, -1.8154, 3.1508], [5.7106, -0.4559, 3.4130], [-2.5287, 5.0226, 0.4235], [-3.0716, 5.8535, 0.6202], [-1.5898, 5.3101, 0.1794], [-1.6810, 4.1613, -3.8894], [-0.7036, 3.9073, -3.9514], [-2.2006, 3.3450, -3.5935], [-0.1679, -4.4663, 3.0681], [-0.2505, -3.6052, 3.5929], [-1.0461, -4.9637, 3.1383], [-0.2363, 1.7325, 4.9848], [-0.6626, 2.3516, 4.3075], [0.1033, 2.2939, 5.7550], [-1.4948, 3.0280, 2.8454], [-1.2944, 2.2687, 2.2074], [-1.6982, 3.8543, 2.2980], [-3.8969, -0.4640, -2.5774], [-4.1931, -0.4202, -1.6109], [-3.2981, -1.2722, -2.6871], [3.1671, 1.6194, 1.6334], [3.3459, 0.7770, 2.1645], [4.0002, 1.8408, 1.1035], [2.0914, -2.0604, -4.5569], [1.4623, -1.9390, -3.7738], [2.9837, -2.3750, -4.1986], [3.1126, -4.4275, -2.1486], [2.2582, -4.0553, -1.7546], [2.9827, -5.4189, -2.3033], [0.3585, -2.7986, 5.4243], [0.8259, -3.3209, 6.1540], [-0.2186, -2.0924, 5.8624], [-4.5358, -0.1418, 0.3907], [-4.3038, 0.8174, 0.6137], [-4.1059, -0.7396, 1.0846], [4.7068, -0.9723, -3.9634], [5.4678, -1.3197, -4.5326], [5.1007, -0.5668, -3.1242], [-2.5721, 2.1084, -2.4781], [-3.0654, 1.2473, -2.6755], [-3.0087, 2.5450, -1.6765], [-4.1710, 2.9378, -0.2598], [-4.8159, 2.7905, 0.5058], [-3.6908, 3.8145, -0.1032], [-0.5400, -1.9015, -3.1227], [-0.5054, -2.8032, -2.6650], [-1.0364, -2.0109, -3.9975], [-0.5131, 0.5831, -4.3853], [0.1238, 1.3007, -4.0642], [-0.5225, -0.1601, -3.6987]],
  "atomic_forces_ev_per_a": [[0.6, 0.0, -1.4], [-1.5, 0.5, 0.1], [-0.4, 0.3, -0.1], [-1.2, -0.2, 1.3], [1.5, -2.3, 3.8], [1.1, -0.3, -1.8], [0.0, 0.7, 0.0], [1.8, 0.4, 0.6], [-0.4, 0.1, -0.9], [1.1, -0.9, 0.0], [-2.5, 1.7, -1.9], [2.0, -0.9, 0.5], [-1.0, -0.3, -1.9], [-0.4, 1.5, 1.3], [-0.6, -2.1, -0.2], [0.5, 1.1, -1.8], [0.1, 0.7, 2.0], [-1.0, 1.6, -0.2], [-0.5, -2.1, -0.6], [1.7, 0.5, 0.8], [-1.5, 1.3, 0.0], [1.7, 1.1, 0.5], [-0.2, -2.3, -0.4], [0.8, 2.2, 0.3], [1.5, -1.5, -0.5], [-2.1, -0.4, 0.3], [1.1, -0.9, 0.2], [-2.3, 0.1, 0.1], [1.4, 1.2, -0.5], [-1.9, 0.4, 0.7], [0.1, -1.9, -0.8], [1.9, 1.3, 0.1], [0.2, 1.7, 0.7], [0.7, -0.7, 1.3], [-0.9, -1.0, -1.9], [0.0, 0.3, -1.7], [-0.7, 1.7, 0.8], [0.4, -2.0, 0.9], [0.7, -1.3, 1.1], [0.6, -0.3, -1.4], [-1.3, 1.8, 0.5], [1.7, -1.1, 0.0], [-0.1, 1.8, -1.3], [-1.7, -0.8, 1.3], [0.3, -0.5, 1.9], [1.5, -0.3, -1.6], [-2.0, 0.8, -0.4], [-1.7, -1.1, 0.3], [1.8, -1.1, -0.8], [0.0, 2.2, 0.4], [-0.5, 0.5, 2.0], [-1.1, 1.3, -1.5], [1.4, -1.6, -0.6], [0.8, 1.0, 1.1], [-0.1, -2.2, -0.5], [-0.5, 1.3, -1.0], [2.1, 0.2, 0.5], [-1.4, 0.9, 1.5], [-0.5, -1.1, -1.9], [-1.2, -0.5, 1.4], [0.6, 1.2, 0.5], [0.2, -1.2, -1.6], [-0.8, 0.9, 1.7], [1.4, 0.7, -1.7], [-0.8, -1.6, 0.1], [-1.0, -2.1, -0.4], [-0.2, 1.8, -1.2], [1.1, -0.2, 1.7], [0.7, -0.6, 1.5], [-1.7, -1.5, -0.2], [0.4, 2.1, -1.2]]
}

{
  "formula": "C3H6LiO5Pb",
  "method": "ωB97M-V/def2-TZVPD",
  "total_charge": 0,
  "homo_energy_ha": [-0.220, -0.332],
  "lumo_ev": [-0.66, -0.71],
  "multiplicity": 2,
  "species": ["H", "C", "C", "O", "Pb", "O", "H", "H", "H", "C", "O", "O", "H", "Li", "O", "H"],
  "xyz": [[2.0343, 1.6372, -0.4448], [1.0274, 1.7073, -0.9060], [0.2807, 0.4240, -0.5714], [0.0991, 0.3097, 0.8221], [0.7779, 1.2881, -4.1049], [1.1001, 1.9186, -2.2648], [0.5137, 2.5452, -0.3907], [0.8195, -0.4458, -0.9882], [-0.7082, 0.4305, -1.0730], [-0.5674, -1.3429, 1.3706], [-0.4448, -2.3755, 0.6275], [-0.0882, -1.3875, 2.6587], [0.6218, -2.0383, 2.6822], [-2.2833, -2.3132, 0.1677], [-1.8272, -0.7720, 1.3323], [-1.3556, 0.4146, 1.0828]],
  "atomic_forces_ev_per_a": [[-0.3, 0.1, -0.3], [-0.1, -0.3, 1.2], [-0.4, -0.3, 0.1], [-0.8, -0.4, -0.1], [-0.4, -0.8, -1.9], [0.7, 1.2, 1.2], [0.2, -0.2, -0.3], [0.0, 0.1, 0.2], [0.2, 0.1, -0.1], [-1.5, -0.4, 0.5], [0.5, 1.1, 0.0], [0.1, 0.3, -0.8], [0.1, 0.0, -0.1], [0.7, 0.5, 0.4], [0.3, 2.2, -0.5], [0.8, -3.3, 0.5]]
}

{
  "formula": "C33H28BBrF7MnN10SbSi",
  "method": "ωB97M-V/def2-TZVPD",
  "total_charge": -2,
  "homo_energy_ha": [-0.082, -0.102],
  "lumo_ev": [3.67, 3.67],
  "multiplicity": 6,
  "species": ["Mn", "N", "C", "N", "N", "N", "N", "C", "N", "N", "N", "N", "H", "Br", "C", "C", "C", "C", "N", "C", "H", "H", "H", "H", "C", "Si", "C", "C", "C", "C", "C", "C", "C", "H", "H", "H", "H", "H", "H", "H", "H", "H", "H", "H", "F", "C", "C", "C", "C", "C", "C", "Sb", "C", "C", "C", "C", "F", "C", "C", "C", "C", "C", "C", "F", "C", "C", "H", "H", "H", "H", "H", "H", "H", "H", "H", "H", "H", "H", "F", "B", "F", "F", "F"],
  "xyz": [[1.9662, 0.7178, -1.0015], [3.1060, 0.2645, 2.3132], [3.6152, -0.5934, 1.3566], [4.5407, -1.4951, 1.6386], [4.8047, -2.0792, 0.4527], [4.0860, -1.5569, -0.4775], [3.2948, -0.5925, 0.0641], [1.9043, 0.9391, 2.1861], [1.2147, 1.3568, 3.2367], [0.1438, 1.9720, 2.7002], [0.2026, 1.9330, 1.4076], [1.3265, 1.2864, 1.0389], [3.3265, 0.0022, 3.2592], [3.4403, 0.1929, -6.7784], [2.9461, -0.7085, -5.1867], [2.9302, -2.0887, -5.1400], [2.5556, -2.6929, -3.9584], [2.2154, -1.8976, -2.8753], [2.2434, -0.5721, -2.9323], [2.5996, 0.0224, -4.0661], [3.2001, -2.6702, -6.0116], [2.5212, -3.7697, -3.8707], [1.9092, -2.3302, -1.9355], [2.5975, 1.1072, -4.0704], [4.3349, 3.4110, -2.8639], [2.6741, 3.0567, -1.9878], [2.5479, 4.4418, -0.6843], [1.3466, 3.5276, -3.2872], [-0.0028, 3.3549, -2.9451], [-1.0259, 3.6140, -3.8448], [-0.7271, 4.0430, -5.1349], [0.5991, 4.2114, -5.5043], [1.6175, 3.9595, -4.5879], [4.3784, 4.4354, -3.2559], [4.5286, 2.7210, -3.6936], [5.1567, 3.2922, -2.1511], [2.6738, 5.4397, -1.1205], [3.3109, 4.3019, 0.0887], [1.5754, 4.3980, -0.1843], [-0.2584, 2.9867, -1.9541], [-2.0563, 3.4566, -3.5472], [-1.5229, 4.2279, -5.8477], [0.8457, 4.5328, -6.5114], [2.6488, 4.0987, -4.9036], [-2.2603, -0.1593, 8.2671], [-2.0195, -0.3748, 6.9443], [-2.5599, 0.4908, 6.0192], [-2.3072, 0.2611, 4.6705], [-1.5337, -0.8170, 4.2508], [-1.0001, -1.6583, 5.2255], [-1.2385, -1.4509, 6.5794], [-1.0100, -1.1571, 2.1776], [-1.6364, -3.2243, 2.3086], [-2.6824, -3.6482, 3.1285], [-3.0434, -4.9883, 3.2148], [-2.3325, -5.9032, 2.4656], [-2.6738, -7.2185, 2.5458], [-1.2928, -5.5353, 1.6404], [-0.9530, -4.1876, 1.5682], [-2.8675, -0.4231, 1.3897], [-3.0375, 0.9515, 1.2212], [-4.2047, 1.4655, 0.6673], [-5.1876, 0.5849, 0.2749], [-6.3303, 1.0794, -0.2752], [-5.0531, -0.7801, 0.4054], [-3.8820, -1.2761, 0.9634], [-3.1562, 1.3316, 6.3505], [-2.7179, 0.9498, 3.9419], [-0.3842, -2.5037, 4.9343], [-0.8263, -2.1022, 7.3399], [-3.2302, -2.9207, 3.7184], [-3.8555, -5.3235, 3.8478], [-0.7674, -6.2868, 1.0653], [-0.1525, -3.8841, 0.9047], [-2.2432, 1.6360, 1.4908], [-4.3394, 2.5296, 0.5206], [-5.8381, -1.4361, 0.0523], [-3.7564, -2.3491, 1.0369], [-0.0731, -0.1832, -1.2506], [-1.0197, -1.2004, -1.6749], [-2.2626, -0.6055, -1.8201], [-1.0378, -2.1818, -0.6631], [-0.5690, -1.7584, -2.8763]],
  "atomic_forces_ev_per_a": [[-0.1, 0.2, 0.1], [0.0, 0.0, 0.0], [0.0, 0.0, 0.0], [0.0, 0.0, 0.0], [0.0, 0.1, 0.0], [0.0, -0.1, 0.0], [0.1, 0.0, 0.0], [0.0, 0.2, 0.0], [-0.1, -0.1, 0.0], [0.0, 0.0, -0.1], [0.0, 0.0, 0.1], [0.1, -0.2, -0.1], [0.0, 0.0, 0.0], [0.0, 0.0, 0.0], [0.0, 0.1, 0.0], [0.0, 0.0, -0.1], [-0.1, -0.1, 0.1], [0.0, -0.1, 0.0], [0.1, 0.1, 0.1], [0.0, 0.1, -0.1], [0.0, 0.0, 0.0], [0.0, 0.0, 0.0], [0.0, 0.0, 0.0], [0.0, 0.0, 0.0], [0.0, 0.0, -0.1], [-0.1, -0.2, 0.1], [0.0, 0.0, 0.0], [0.0, 0.0, 0.0], [0.0, 0.0, 0.0], [0.0, 0.0, 0.0], [0.0, 0.0, 0.0], [0.0, 0.0, 0.0], [0.0, 0.0, 0.0], [0.0, -0.1, 0.0], [0.0, 0.1, 0.0], [0.0, 0.0, 0.0], [0.0, 0.0, 0.0], [0.0, 0.0, 0.0], [0.1, 0.0, 0.0], [0.0, 0.0, 0.0], [0.0, 0.0, 0.0], [0.0, 0.0, 0.0], [0.0, 0.0, 0.0], [-0.1, 0.0, 0.0], [0.0, 0.0, 0.0], [0.0, 0.0, 0.0], [0.0, 0.0, 0.0], [0.0, 0.0, 0.0], [0.0, 0.0, 0.0], [0.0, 0.0, 0.1], [0.0, 0.0, 0.0], [0.0, 0.0, -0.1], [0.0, 0.0, 0.0], [0.0, 0.0, 0.0], [0.0, 0.0, 0.0], [0.0, 0.0, 0.0], [0.0, 0.0, 0.0], [0.0, 0.0, 0.0], [0.0, 0.0, 0.0], [-0.1, 0.0, 0.0], [0.0, -0.1, 0.0], [0.0, 0.0, 0.0], [0.0, 0.0, 0.0], [0.0, 0.0, 0.0], [0.0, 0.0, 0.0], [0.0, 0.0, 0.0], [0.0, 0.0, 0.0], [0.0, 0.0, 0.0], [0.0, 0.0, 0.0], [0.0, 0.0, 0.0], [0.0, 0.0, 0.0], [0.0, 0.0, 0.0], [0.0, 0.0, 0.0], [0.0, 0.0, 0.0], [0.1, 0.0, 0.0], [0.0, 0.0, 0.0], [0.0, 0.0, 0.0], [0.0, 0.0, 0.0], [0.1, 0.1, 0.0], [0.0, 0.1, 0.0], [0.1, -0.1, 0.0], [0.0, 0.0, -0.1], [-0.1, 0.0, 0.1]]
}